{
  "formula": "C46H122N10O13",
  "method": "ωB97M-V/def2-TZVPD",
  "largest_force_ev_per_a": 2.25,
  "total_energy_ev": -91189.5681,
  "de_lowest_kcal_mol": 60.2,
  "orbital_gap_ev": 9.23,
  "e_lumo_ev": 0.62,
  "smiles": "COC[C@H](C)N.COC[C@H](C)N.COC[C@H](C)N.COC[C@H](C)N.COC[C@H](C)N.COC[C@H](C)N.COC[C@H](C)N.COCCNCCOC.COCCNCCOC.COCCNCCOC",
  "spin_multiplicity": 1,
  "species": ["C", "O", "C", "C", "C", "N", "H", "H", "H", "H", "H", "H", "H", "H", "H", "H", "H", "C", "O", "C", "C", "C", "N", "H", "H", "H", "H", "H", "H", "H", "H", "H", "H", "H", "C", "O", "C", "C", "C", "N", "H", "H", "H", "H", "H", "H", "H", "H", "H", "H", "H", "C", "O", "C", "C", "C", "N", "H", "H", "H", "H", "H", "H", "H", "H", "H", "H", "H", "C", "O", "C", "C", "C", "N", "H", "H", "H", "H", "H", "H", "H", "H", "H", "H", "H", "C", "O", "C", "C", "C", "N", "H", "H", "H", "H", "H", "H", "H", "H", "H", "H", "H", "C", "O", "C", "C", "C", "N", "H", "H", "H", "H", "H", "H", "H", "H", "H", "H", "H", "C", "O", "C", "C", "N", "C", "C", "O", "C", "H", "H", "H", "H", "H", "H", "H", "H", "H", "H", "H", "H", "H", "H", "H", "C", "O", "C", "C", "N", "C", "C", "O", "C", "H", "H", "H", "H", "H", "H", "H", "H", "H", "H", "H", "H", "H", "H", "H", "C", "O", "C", "C", "N", "C", "C", "O", "C", "H", "H", "H", "H", "H", "H", "H", "H", "H", "H", "H", "H", "H", "H", "H"],
  "coordinates": [[4.6370, -4.5265, 3.3376], [5.7663, -3.6879, 3.1416], [6.5433, -4.0413, 1.9736], [7.2038, -5.4029, 2.1589], [8.1246, -5.4655, 3.3809], [8.0650, -5.6820, 0.9818], [3.9911, -3.9027, 3.9609], [4.8196, -5.4156, 3.9476], [4.1401, -4.7377, 2.3875], [5.8435, -4.1053, 1.1341], [7.2647, -3.2273, 1.9447], [6.4517, -6.1897, 2.2026], [8.4616, -6.4874, 3.5583], [7.6623, -4.9982, 4.2467], [9.0772, -4.9759, 3.1558], [7.5383, -5.5958, 0.1171], [8.7803, -4.9636, 0.9272], [-2.1792, -3.7501, 3.5469], [-1.9973, -4.6070, 2.4629], [-3.0984, -4.6794, 1.5700], [-2.9995, -5.9345, 0.7158], [-1.6126, -6.3697, 0.2302], [-4.0201, -5.8601, -0.3653], [-2.7300, -2.8234, 3.3051], [-1.2656, -3.4059, 4.0221], [-2.9050, -4.1849, 4.2500], [-4.0547, -4.6384, 2.1109], [-3.0706, -3.7017, 1.0628], [-3.3297, -6.6777, 1.4524], [-1.7309, -6.6520, -0.8184], [-1.3420, -7.2959, 0.7374], [-0.7966, -5.6630, 0.3563], [-4.2952, -6.8312, -0.5338], [-4.8784, -5.5967, 0.1306], [1.3886, 2.6405, -4.1128], [0.3955, 3.3046, -3.3708], [0.5434, 4.7139, -3.3521], [-0.6684, 5.2847, -2.5970], [-0.6078, 6.8214, -2.5326], [-0.7912, 4.8028, -1.2273], [1.2911, 2.8493, -5.1897], [1.2958, 1.5581, -4.0988], [2.4007, 2.9380, -3.8389], [1.4951, 5.0449, -2.9243], [0.5905, 5.0946, -4.3816], [-1.6142, 5.0883, -3.1053], [-0.4840, 7.1628, -3.5673], [0.2602, 7.2351, -2.0188], [-1.5650, 7.1663, -2.1511], [0.0154, 5.1039, -0.6739], [-0.5380, 3.8130, -1.2580], [-3.3395, 0.9570, -3.7921], [-4.3863, 1.8915, -3.8958], [-4.2261, 3.0419, -3.0884], [-5.5273, 3.8253, -3.1355], [-5.4255, 5.1293, -2.3194], [-6.6318, 3.0746, -2.5028], [-2.3313, 1.3474, -3.9518], [-3.5791, 0.0513, -4.3450], [-3.3497, 0.6065, -2.7479], [-3.8742, 2.7842, -2.0804], [-3.3940, 3.6439, -3.4839], [-5.8601, 4.1457, -4.1233], [-6.3354, 5.7023, -2.4992], [-4.6189, 5.7102, -2.7751], [-5.3462, 4.9463, -1.2501], [-6.4277, 3.0984, -1.5018], [-6.6483, 2.1077, -2.8103], [-1.1702, -3.1530, -2.9896], [0.1794, -3.5232, -2.8829], [0.5620, -4.1826, -1.6956], [1.9299, -4.8246, -1.8790], [2.4048, -5.2980, -0.4954], [2.9399, -3.9683, -2.4840], [-1.5203, -3.1962, -4.0221], [-1.2240, -2.0826, -2.7341], [-1.8558, -3.6993, -2.3375], [0.5857, -3.4461, -0.8764], [-0.1755, -4.9722, -1.5051], [1.7895, -5.7374, -2.4672], [3.4191, -5.7028, -0.5596], [1.8506, -6.1576, -0.1074], [2.4461, -4.4871, 0.2331], [2.9158, -4.1001, -3.4894], [2.5697, -3.0285, -2.3318], [-7.0307, 3.7267, 1.4371], [-6.4830, 2.9140, 0.4176], [-6.0493, 1.6126, 0.7901], [-7.1502, 0.5944, 1.0372], [-6.5480, -0.7892, 1.2584], [-7.9351, 0.4276, -0.2205], [-6.2759, 4.4196, 1.7980], [-7.5445, 3.1698, 2.2276], [-7.9025, 4.2800, 1.0717], [-5.4441, 1.3528, -0.0848], [-5.3882, 1.6697, 1.6625], [-7.7679, 0.8542, 1.8961], [-5.7947, -0.8730, 2.0519], [-6.0584, -1.1296, 0.3454], [-7.3279, -1.4959, 1.5394], [-7.3526, 0.7001, -1.0021], [-8.7547, 1.0206, -0.2632], [-3.3898, 3.6941, 1.1986], [-4.0214, 3.6452, 2.4692], [-3.0849, 3.5129, 3.5324], [-2.1005, 2.3350, 3.5001], [-2.8260, 1.0016, 3.2475], [-1.4220, 2.3009, 4.7755], [-2.5613, 4.3999, 1.0832], [-4.1237, 3.8401, 0.4121], [-2.9105, 2.7286, 0.9933], [-2.5798, 4.4854, 3.4991], [-3.5998, 3.4215, 4.4914], [-1.3812, 2.4297, 2.6817], [-3.4853, 0.8229, 4.1019], [-2.1627, 0.1461, 3.0937], [-3.4410, 0.9566, 2.3395], [-2.0829, 2.2920, 5.5523], [-0.9808, 1.3870, 4.9198], [-1.0508, -0.0980, 8.4312], [-0.5446, 0.1688, 7.1466], [0.8510, 0.3633, 7.1558], [1.3517, 0.8836, 5.7967], [0.7007, 0.1620, 4.6999], [1.4548, 0.0704, 3.4653], [2.5665, -1.0230, 3.5212], [1.9276, -2.2595, 3.7449], [1.4862, -2.8798, 2.5594], [-0.9736, -1.1538, 8.7140], [-2.1377, 0.0266, 8.4047], [-0.6651, 0.5913, 9.1828], [1.3193, -0.6175, 7.2956], [1.1803, 1.1243, 7.8676], [2.4305, 0.6914, 5.7261], [1.1552, 1.9498, 5.6660], [0.5884, -0.7923, 5.0350], [1.9800, 0.9818, 3.1626], [0.7890, -0.1783, 2.6366], [3.2356, -0.8375, 4.3579], [3.0489, -0.9382, 2.5411], [2.3042, -3.0660, 1.8580], [0.7588, -2.2134, 2.0778], [0.9555, -3.8099, 2.7541], [2.4008, -0.6980, -5.0435], [3.3788, 0.3357, -4.8710], [3.7658, 0.8607, -6.1148], [5.1481, 1.5309, -6.0549], [5.2684, 2.5893, -5.0561], [4.9894, 3.9180, -5.5845], [5.1454, 4.9807, -4.4768], [4.2546, 4.7983, -3.3851], [4.8014, 4.1925, -2.2308], [2.3279, -1.1866, -4.0735], [2.6846, -1.3418, -5.8722], [1.4014, -0.2852, -5.2131], [3.0675, 1.6368, -6.4597], [3.8242, 0.0700, -6.8708], [5.5668, 1.8864, -6.9975], [5.8546, 0.7229, -5.8188], [4.6022, 2.4298, -4.3076], [3.9848, 4.1264, -5.9755], [5.7951, 4.1563, -6.2806], [5.0444, 6.0145, -4.8045], [6.1899, 4.8885, -4.1508], [3.9320, 4.1187, -1.5732], [5.5816, 4.7998, -1.7597], [5.2297, 3.2036, -2.4243], [4.2518, -1.7455, -0.3552], [3.0818, -0.9647, -0.4938], [3.4048, 0.3374, -0.9810], [2.1379, 1.1412, -1.2333], [1.5439, 1.3485, 0.0888], [0.1044, 1.5210, 0.0708], [-0.6341, 0.1602, -0.0511], [-1.9575, 0.4440, -0.4354], [-2.8068, -0.6893, -0.2687], [4.8017, -1.4150, 0.5306], [4.8633, -1.7816, -1.2621], [3.9504, -2.7875, -0.2440], [4.0910, 0.2818, -1.8265], [3.8789, 0.9071, -0.1703], [1.5215, 0.4881, -1.8713], [2.2317, 2.1237, -1.6877], [1.7627, 0.5420, 0.6653], [-0.1751, 2.1945, -0.7332], [-0.2383, 1.9446, 1.0175], [-0.5510, -0.3468, 0.9168], [-0.0851, -0.4620, -0.7682], [-2.3133, -1.4851, -0.8354], [-3.8390, -0.5412, -0.5721], [-2.8332, -1.0128, 0.7788]],
  "lowdin_charge": [-0.10, -0.21, -0.19, -0.43, -0.06, 0.02, 0.08, 0.09, 0.08, 0.11, 0.13, 0.13, 0.08, 0.08, 0.08, 0.06, 0.06, -0.12, -0.19, -0.21, -0.42, -0.05, 0.03, 0.08, 0.08, 0.09, 0.12, 0.12, 0.13, 0.07, 0.08, 0.05, 0.07, 0.07, -0.12, -0.19, -0.19, -0.43, -0.07, 0.06, 0.09, 0.06, 0.07, 0.12, 0.13, 0.12, 0.08, 0.08, 0.08, 0.09, 0.03, -0.10, -0.19, -0.20, -0.41, -0.05, 0.05, 0.09, 0.09, 0.06, 0.13, 0.11, 0.13, 0.08, 0.07, 0.06, 0.03, 0.06, -0.10, -0.19, -0.21, -0.42, -0.07, 0.06, 0.09, 0.07, 0.09, 0.13, 0.10, 0.14, 0.07, 0.08, 0.04, 0.08, 0.06, -0.08, -0.24, -0.21, -0.40, -0.08, 0.05, 0.08, 0.09, 0.09, 0.12, 0.11, 0.14, 0.07, 0.07, 0.07, 0.05, 0.07, -0.10, -0.20, -0.18, -0.43, -0.05, 0.04, 0.09, 0.07, 0.07, 0.13, 0.12, 0.11, 0.09, 0.06, 0.05, 0.07, 0.03, -0.11, -0.19, -0.22, -0.20, -0.07, -0.19, -0.19, -0.20, -0.10, 0.09, 0.09, 0.09, 0.13, 0.12, 0.11, 0.11, 0.11, 0.13, 0.08, 0.12, 0.11, 0.06, 0.08, 0.09, -0.08, -0.20, -0.24, -0.19, -0.05, -0.21, -0.21, -0.21, -0.11, 0.08, 0.09, 0.08, 0.12, 0.12, 0.12, 0.11, 0.07, 0.12, 0.12, 0.12, 0.12, 0.09, 0.09, 0.08, -0.12, -0.21, -0.21, -0.19, -0.05, -0.17, -0.21, -0.19, -0.09, 0.09, 0.09, 0.05, 0.12, 0.13, 0.11, 0.10, 0.07, 0.09, 0.10, 0.10, 0.11, 0.07, 0.07, 0.07]
}